85
Properties=species:S:1:pos:R:3 method="wB97M-V/def2-TZVPD" e_homo_ev="-10.27 / -10.26" energy_ev=-74991.7199 charge=+1 s_squared=0.755 e_lumo_ha="-0.1062 / -0.1197" relative_energy_ev=0.869 multiplicity=2
Ru 0.62 -0.99 -0.87
S 2.88 -0.30 -1.03
F 5.52 -1.29 0.74
F 5.38 0.86 0.59
F 5.86 -0.06 2.49
O -0.84 1.96 4.68
O -1.79 -3.38 1.38
O -1.15 -2.06 -0.32
O -1.26 0.59 0.25
N 1.39 -0.46 0.98
N 0.18 0.87 -1.94
N 1.30 -2.89 -0.23
N 1.15 1.54 -2.75
N -2.24 2.24 2.52
N -0.72 -2.73 -2.92
N 0.19 -1.76 -2.77
C 0.14 -2.40 -4.91
C -0.78 -3.14 -4.20
C 1.84 -0.46 3.29
C -0.48 2.65 -4.19
C 3.20 -0.33 3.03
C -2.32 0.98 -0.31
C 1.89 3.44 -3.99
C 0.74 -4.73 1.18
C 2.87 -4.64 0.11
C -2.31 -1.46 2.88
C 5.11 -0.18 1.38
C -2.52 -0.21 2.32
C -0.97 -2.95 0.60
C 2.70 -0.31 0.70
C -4.03 2.76 -0.64
C -3.81 1.00 -2.24
C 0.72 -1.55 -3.96
C -1.09 -0.46 4.70
C 3.65 -0.26 1.72
C -2.79 2.73 1.42
C 0.29 3.81 -2.10
C 0.95 -0.53 2.24
C 0.43 -3.54 0.56
C 2.50 -3.44 -0.47
C -1.29 0.79 4.14
C 1.99 -5.28 0.96
C -0.21 1.91 5.95
C -3.05 2.13 0.19
C -2.00 0.92 2.94
C -1.60 -1.59 4.06
C 0.69 2.86 -3.24
C -2.82 0.40 -1.52
C -4.41 2.21 -1.82
H -0.22 1.93 -4.97
H 1.98 1.66 -2.17
H 0.36 -2.47 -5.96
H -1.46 -3.92 -4.50
H 3.92 -0.30 3.84
H 2.18 2.78 -4.80
H -1.27 -2.98 -2.11
H -4.15 0.54 -3.16
H -4.50 3.67 -0.28
H 0.02 2.94 6.22
H -0.25 1.50 -1.27
H -0.87 1.48 6.70
H -3.12 3.76 1.54
H -2.06 2.91 3.26
H -0.11 -0.65 2.37
H 1.48 -0.79 -4.08
H -0.55 0.57 -2.58
H -0.56 -0.57 5.64
H 1.64 4.41 -4.41
H -1.37 2.30 -3.67
H -0.01 -5.19 1.81
H 1.12 3.94 -1.40
H 0.72 1.33 5.90
H -5.18 2.68 -2.42
H 3.84 -5.05 -0.11
H -2.69 -2.34 2.37
H -1.44 -2.56 4.49
H -3.10 -0.11 1.42
H 0.03 4.79 -2.51
H 1.47 -0.52 4.31
H 2.74 3.57 -3.32
H -0.75 3.59 -4.67
H 2.27 -6.22 1.44
H -0.59 3.46 -1.55
H 3.16 -2.89 -1.11
H -2.37 -0.53 -1.84

80
Properties=species:S:1:pos:R:3 method="wB97M-V/def2-TZVPD" e_homo_ev=-10.37 energy_ev=-68288.6238 charge=+1 e_lumo_ha=-0.1329 relative_energy_ev=0.482 multiplicity=1
Os -0.03 -0.12 0.25
I -1.64 2.46 -3.72
I -5.15 5.65 -0.14
F -5.25 -1.31 3.32
O 2.09 2.62 -0.21
O -0.78 1.26 -0.90
O 1.75 0.64 -1.18
N 1.70 -0.21 1.45
N -0.02 1.70 1.63
N -0.37 -4.05 1.25
N 1.93 1.36 -3.55
C -1.33 2.32 1.87
C -4.10 -1.09 2.66
C 3.29 1.19 -4.11
C -0.35 -1.51 -1.24
C -0.25 -3.89 -1.78
C -0.65 -3.61 -3.08
C -3.66 4.22 -0.36
C -1.73 -0.91 2.64
C 3.88 -1.10 1.78
C 0.29 -3.03 0.55
C 1.97 1.96 -1.21
C 2.72 -0.99 1.05
C -2.02 2.73 0.61
C 4.17 2.27 -3.46
C -2.96 -0.56 0.63
C -1.82 -4.19 1.11
C 1.95 2.51 -2.64
C 0.66 1.41 2.88
C -1.73 -0.60 1.28
C 2.97 0.46 3.34
C -4.15 -0.80 1.31
C -2.90 -1.15 3.34
C 1.82 0.52 2.57
C -0.11 -2.84 -0.88
C -3.01 3.70 0.74
C 4.01 -0.37 2.95
C -3.27 3.82 -1.63
C 0.12 -4.29 2.59
C -0.91 -2.30 -3.45
C 3.18 3.34 -2.98
C -1.69 2.24 -0.66
C -2.29 2.86 -1.77
C -0.75 -1.26 -2.55
H -2.09 -5.19 1.44
H 1.01 3.07 -2.71
H -0.95 -0.24 -2.86
H -5.11 -0.77 0.80
H -0.03 0.90 3.55
H 4.68 -1.74 1.42
H -3.71 4.26 -2.51
H -1.20 3.21 2.50
H -0.76 -4.41 -3.80
H 1.67 0.42 -2.18
H 1.37 -3.16 0.68
H 4.90 2.67 -4.16
H -0.79 -1.00 3.18
H -3.01 -0.33 -0.43
H -0.26 -5.24 2.96
H -3.26 4.06 1.73
H 1.23 1.50 -4.28
H -0.19 -3.50 3.29
H -2.11 -4.07 0.08
H -2.36 -3.46 1.72
H 1.00 2.31 3.39
H 3.27 1.28 -5.20
H 3.66 0.19 -3.88
H 1.21 -4.34 2.59
H -1.24 -2.08 -4.46
H -1.94 1.60 2.43
H 3.54 3.91 -2.13
H 0.11 -1.96 1.04
H -0.06 -4.91 -1.47
H 4.72 1.86 -2.62
H 3.04 1.06 4.23
H -2.90 -1.40 4.40
H 2.93 4.03 -3.78
H 4.91 -0.43 3.55
H 2.58 -1.51 0.12
H 0.57 2.35 1.10

77
Properties=species:S:1:pos:R:3 method="wB97M-V/def2-TZVPD" e_homo_ev=-10.73 energy_ev=-99281.9483 charge=+1 e_lumo_ha=-0.1271 multiplicity=1
Ga 1.25 1.32 -0.14
O 2.99 1.05 -0.77
O -1.01 5.08 -0.26
O 0.92 3.18 -0.07
N 2.19 1.50 1.58
N 0.97 -0.82 -0.01
N -0.67 1.06 -0.77
N 3.45 0.94 1.51
C -1.19 -5.07 1.52
C -0.29 -1.23 -0.20
C -0.62 4.64 0.97
C 1.88 2.32 2.52
C 1.60 -3.07 0.43
C 1.90 -1.73 0.28
C -0.12 -4.97 0.42
C -2.57 -0.37 -0.86
C -1.22 5.15 2.10
C 5.49 0.05 -1.39
C 0.30 -3.52 0.27
C -5.52 -0.06 -0.24
C 5.12 0.23 -0.07
C 0.37 3.63 1.06
C -1.44 2.08 -1.17
C -5.59 1.71 -2.00
C -5.01 -0.63 -2.64
C -1.23 -0.16 -0.62
C 0.14 3.76 3.50
C -0.66 -2.55 -0.06
C 6.74 -0.47 -1.70
C -4.87 0.44 -1.54
C 1.06 -5.86 0.81
C 6.00 -0.12 0.96
C 0.74 3.20 2.36
C -2.78 1.92 -1.45
C -0.85 4.71 3.37
C 7.24 -0.64 0.65
C -3.39 0.69 -1.29
C -0.10 6.00 -0.87
C 7.61 -0.82 -0.68
C -0.69 -5.47 -0.92
C 3.78 0.78 0.25
H -0.81 -4.72 2.47
H 0.05 -5.38 -1.71
H -5.53 2.50 -1.24
H -6.58 -0.24 -0.41
H -0.95 3.04 -1.25
H -6.06 -0.81 -2.84
H -5.42 0.68 0.55
H 0.86 5.53 -1.04
H 2.56 2.42 3.36
H 1.50 -5.57 1.76
H -1.58 -4.90 -1.21
H 7.93 -0.91 1.44
H 8.58 -1.23 -0.92
H -5.08 -0.99 0.11
H -2.08 -4.49 1.27
H -3.34 2.79 -1.77
H -5.18 2.09 -2.94
H 0.72 -6.89 0.91
H -4.56 -1.58 -2.34
H -0.98 -6.51 -0.83
H -0.55 6.28 -1.82
H -1.68 -2.85 -0.22
H 0.02 6.89 -0.25
H -2.99 -1.35 -0.72
H 0.47 3.44 4.47
H 5.70 0.03 1.99
H -1.49 -6.11 1.64
H 7.03 -0.60 -2.73
H -4.54 -0.31 -3.57
H 2.40 -3.75 0.68
H -1.31 5.13 4.25
H 1.85 -5.85 0.05
H -1.98 5.91 1.98
H -6.64 1.48 -2.16
H 2.91 -1.38 0.41
H 4.80 0.34 -2.18

> Look up the charge of the first one.

+1